C78H201N15O24 | ωB97M-V/def2-TZVPD

Last column: Mulliken charge in e.
CARTESIAN COORDINATES (ANGSTROEM)
C1 10.999 23.671 26.998  -0.715
O1 10.760 22.647 26.071  -0.383
C2 11.404 21.435 26.483  -0.627
C3 11.220 20.384 25.411  0.320
N1 11.442 19.081 25.948  -0.429
C4 11.613 18.072 24.922  0.075
C5 12.073 16.756 25.461  -0.298
O2 13.348 16.915 26.101  -0.262
C6 13.737 15.682 26.662  -0.816
H1 10.568 24.566 26.564  0.258
H2 12.083 23.935 27.053  0.251
H3 10.637 23.398 27.992  0.341
H4 10.889 21.202 27.426  0.553
H5 12.510 21.639 26.728  0.174
H6 11.843 20.683 24.545  -0.363
H7 10.148 20.523 25.085  0.219
H8 12.253 19.002 26.569  0.308
H9 12.260 18.409 24.107  -0.376
H10 10.602 17.884 24.524  0.326
H11 12.225 16.080 24.588  0.014
H12 11.347 16.285 26.107  0.627
H13 13.171 15.252 27.476  0.352
H14 14.739 15.881 26.975  0.278
H15 13.809 14.958 25.877  0.257
C7 18.566 16.123 19.875  -1.039
O3 17.220 16.159 19.487  1.450
C8 16.374 15.160 19.953  -1.062
C9 14.998 15.317 19.338  -0.416
N2 15.102 15.141 17.937  -0.059
C10 13.983 15.496 17.133  0.032
C11 14.149 14.902 15.750  -1.079
O4 15.381 15.342 15.148  0.294
C12 15.485 14.801 13.883  -1.082
H16 19.119 17.036 19.657  -0.424
H17 19.109 15.299 19.368  0.574
H18 18.646 15.914 20.937  0.551
H19 16.272 15.147 21.024  0.188
H20 16.881 14.247 19.655  0.020
H21 14.602 16.312 19.629  -0.349
H22 14.263 14.643 19.823  0.525
H23 16.017 15.428 17.577  -0.309
H24 13.815 16.585 17.130  -0.505
H25 13.116 15.095 17.635  0.623
H26 13.265 15.212 15.099  0.340
H27 14.198 13.823 15.802  0.658
H28 14.679 15.185 13.194  0.341
H29 15.428 13.721 13.975  0.432
H30 16.487 15.066 13.468  0.134
C13 26.220 26.203 11.104  -0.454
O5 25.108 25.394 10.777  -0.338
C14 25.467 24.005 10.598  -0.273
C15 24.239 23.259 10.119  -0.807
N3 23.261 23.255 11.244  -0.039
C16 21.909 22.993 10.753  -0.861
C17 20.772 23.563 11.629  -0.681
O6 20.631 22.775 12.805  -0.112
C18 19.804 23.382 13.748  -0.651
H31 26.516 25.980 12.140  0.025
H32 25.982 27.265 11.018  0.231
H33 27.076 25.925 10.453  0.337
H34 25.887 23.624 11.548  0.099
H35 26.276 23.920 9.837  0.482
H36 24.476 22.234 9.879  0.351
H37 23.795 23.776 9.230  0.395
H38 23.253 24.211 11.599  0.239
H39 21.714 21.933 10.685  0.241
H40 21.817 23.472 9.726  0.436
H41 19.862 23.503 11.012  0.369
H42 20.943 24.639 11.873  0.415
H43 19.668 22.691 14.596  -0.034
H44 18.852 23.571 13.262  0.415
H45 20.246 24.365 14.129  0.369
C19 18.717 11.759 18.429  -0.346
O7 19.725 12.376 19.182  -0.146
C20 20.086 11.597 20.372  -0.014
C21 21.119 12.332 21.142  -0.939
N4 20.601 13.589 21.645  0.524
C22 21.675 14.419 22.181  -1.443
C23 21.130 15.676 22.729  0.403
O8 20.142 15.423 23.716  -0.507
C24 19.623 16.615 24.263  -0.418
H46 19.069 10.823 17.952  0.312
H47 18.329 12.472 17.697  -0.112
H48 17.882 11.473 19.054  0.260
H49 20.519 10.669 19.982  0.497
H50 19.269 11.364 21.031  -0.266
H51 22.028 12.504 20.546  0.445
H52 21.383 11.666 21.943  0.377
H53 20.072 14.094 20.919  -0.300
H54 22.443 14.746 21.462  0.420
H55 22.134 13.870 22.992  0.500
H56 20.748 16.327 21.915  -0.325
H57 21.929 16.203 23.245  0.540
H58 18.931 16.337 25.079  0.370
H59 19.157 17.246 23.513  -0.069
H60 20.423 17.155 24.798  0.339
C25 20.374 25.469 23.135  -0.732
O9 21.581 25.208 22.411  -0.470
C26 21.926 23.856 22.429  0.279
C27 23.270 23.654 21.755  -0.938
N5 23.257 24.082 20.358  0.167
C28 24.552 23.885 19.681  -0.943
C29 24.441 24.560 18.328  0.353
O10 24.327 25.989 18.524  -0.443
C30 23.385 26.691 17.736  -0.676
H61 19.494 24.998 22.611  0.217
H62 20.348 26.552 23.097  0.343
H63 20.432 25.106 24.138  0.339
H64 21.150 23.323 21.841  -0.322
H65 21.927 23.417 23.417  0.516
H66 23.519 22.591 21.808  0.148
H67 24.032 24.235 22.341  0.349
H68 22.895 25.081 20.340  0.189
H69 24.590 22.813 19.473  0.358
H70 25.459 24.342 20.209  0.279
H71 23.497 24.239 17.784  -0.010
H72 25.366 24.391 17.770  0.136
H73 22.704 27.224 18.395  0.282
H74 22.853 25.949 17.161  0.274
H75 23.944 27.316 17.016  0.252
C31 18.244 19.818 26.761  -0.777
O11 19.002 19.774 25.535  -0.210
C32 19.011 20.989 24.792  -0.771
C33 19.384 20.637 23.323  1.519
N6 20.771 20.297 23.262  -0.180
C34 21.137 19.756 21.951  1.885
C35 22.610 19.435 21.735  -0.904
O12 23.016 18.392 22.552  -0.126
C36 24.368 18.027 22.501  -0.998
H76 17.201 20.036 26.471  0.125
H77 18.686 20.660 27.251  0.419
H78 18.446 18.888 27.296  0.219
H79 19.707 21.705 25.314  0.553
H80 18.092 21.545 24.817  0.064
H81 19.240 21.478 22.662  -0.791
H82 18.744 19.780 23.009  -0.567
H83 21.022 19.557 23.932  0.429
H84 20.819 20.529 21.259  -0.609
H85 20.453 18.894 21.694  -0.991
H86 23.250 20.285 21.938  0.217
H87 22.664 19.210 20.684  0.379
H88 24.641 17.352 23.299  0.247
H89 25.038 18.871 22.577  0.377
H90 24.592 17.465 21.584  0.382
C37 22.066 15.609 13.781  -0.394
O13 21.899 14.272 14.043  -0.360
C38 20.742 13.651 13.489  -0.925
C39 19.466 14.138 14.177  0.030
N7 19.530 14.015 15.591  0.254
C40 18.688 14.879 16.423  -1.296
C41 18.954 16.385 16.307  1.834
O14 20.279 16.720 16.462  -0.677
C42 20.638 18.080 16.301  0.431
H91 21.346 16.211 14.310  -0.023
H92 21.989 15.936 12.739  0.307
H93 23.067 15.832 14.049  0.317
H94 20.824 12.593 13.713  0.381
H95 20.663 13.766 12.386  0.391
H96 18.658 13.558 13.739  0.266
H97 19.332 15.234 13.876  0.003
H98 20.478 13.976 16.019  0.466
H99 18.812 14.597 17.439  -0.516
H100 17.581 14.790 16.212  0.076
H101 18.292 16.883 17.031  -0.598
H102 18.550 16.710 15.346  0.326
H103 20.365 18.416 15.228  -0.087
H104 21.726 18.125 16.519  0.388
H105 20.088 18.641 17.049  -0.480
C43 15.701 17.104 23.875  0.916
O15 15.139 17.937 22.941  -0.463
C44 15.812 19.082 22.532  1.153
C45 16.634 18.806 21.274  1.502
N8 17.181 20.103 20.748  1.444
C46 18.180 19.876 19.733  1.686
C47 18.809 21.195 19.373  0.122
O16 19.843 21.054 18.407  -0.093
C48 20.421 22.311 18.188  -0.426
H106 16.496 16.469 23.486  -0.387
H107 14.880 16.396 24.145  -0.591
H108 16.028 17.683 24.760  0.262
H109 16.388 19.484 23.362  -0.211
H110 15.041 19.863 22.258  -1.405
H111 16.087 18.271 20.504  0.207
H112 17.475 18.080 21.466  -1.439
H113 16.378 20.528 20.299  -0.717
H114 17.775 19.244 18.901  0.126
H115 18.943 19.219 20.231  -1.445
H116 19.267 21.687 20.218  0.048
H117 18.052 21.874 18.968  -0.042
H118 19.775 22.990 17.583  -0.283
H119 21.345 22.192 17.598  0.259
H120 20.786 22.728 19.132  0.168
C49 12.122 19.282 14.002  -0.886
O17 13.454 19.670 14.282  -0.349
C50 14.231 18.523 14.359  0.252
C51 15.666 18.928 14.459  -1.024
N9 15.932 19.617 15.716  1.064
C52 17.327 19.726 16.056  0.726
C53 18.341 20.290 15.108  -0.907
O18 18.613 19.376 14.136  0.085
C54 19.304 19.868 13.004  -0.986
H121 11.873 18.441 14.697  0.291
H122 12.117 18.840 12.991  0.352
H123 11.485 20.145 14.089  0.279
H124 14.074 17.807 13.515  0.653
H125 13.987 17.875 15.252  -0.352
H126 16.004 19.475 13.613  0.213
H127 16.241 18.041 14.409  0.117
H128 15.642 20.581 15.570  -0.215
H129 17.661 18.675 16.226  -0.566
H130 17.410 20.196 17.046  -0.982
H131 19.292 20.620 15.645  0.271
H132 17.880 21.162 14.640  0.656
H133 18.686 20.503 12.417  0.326
H134 19.590 18.959 12.433  0.316
H135 20.290 20.297 13.265  0.252
C55 25.493 21.848 16.469  -1.867
C56 25.166 22.608 15.206  1.453
C57 26.408 23.381 14.653  -0.358
O19 27.011 24.328 15.505  -0.437
C58 26.481 25.599 15.450  -0.609
N10 24.635 21.765 14.179  -0.609
H136 24.687 21.467 17.095  0.272
H137 26.254 22.412 17.010  0.411
H138 26.118 21.003 16.230  0.570
H139 24.478 23.399 15.596  -0.258
H140 25.997 23.900 13.727  -0.201
H141 27.157 22.642 14.335  0.395
H142 25.432 25.624 15.640  0.256
H143 26.668 26.045 14.472  0.199
H144 27.000 26.211 16.188  0.333
H145 23.952 22.292 13.630  0.123
H146 24.197 20.967 14.563  0.286
C59 13.050 23.815 20.897  -1.090
C60 12.820 23.245 22.381  0.378
C61 14.104 22.806 22.978  1.264
O20 13.870 21.913 24.094  0.491
C62 15.021 21.717 24.859  -0.734
N11 12.090 24.169 23.272  -0.773
H147 13.853 24.537 20.831  0.205
H148 12.090 24.141 20.411  0.427
H149 13.440 22.972 20.273  -0.006
H150 12.214 22.370 22.174  0.221
H151 14.596 23.687 23.331  -0.731
H152 14.737 22.339 22.216  -0.747
H153 14.718 20.847 25.518  0.439
H154 15.297 22.543 25.522  0.350
H155 15.877 21.406 24.228  -0.221
H156 11.848 23.766 24.178  0.161
H157 11.183 24.486 22.913  0.322
C63 12.898 20.291 17.367  -1.873
C64 13.299 20.980 18.635  0.441
C65 13.088 20.151 19.894  0.549
O21 11.750 20.300 20.373  -0.545
C66 11.479 19.358 21.382  -0.414
N12 14.799 21.255 18.582  2.102
H158 11.875 19.888 17.417  0.558
H159 13.451 19.429 17.085  0.094
H160 12.874 21.042 16.611  0.456
H161 12.802 21.985 18.693  0.009
H162 13.814 20.500 20.671  -0.689
H163 13.284 19.124 19.582  0.548
H164 12.213 19.331 22.207  -0.107
H165 11.441 18.381 20.877  0.511
H166 10.418 19.610 21.735  0.262
H167 14.926 22.211 18.198  -1.304
H168 15.115 20.693 17.809  -0.475
C67 17.182 24.497 16.267  -1.438
C68 15.761 23.979 16.388  1.738
C69 14.865 25.278 16.212  -0.969
O22 13.463 25.041 16.119  -0.403
C70 12.925 24.755 17.397  -0.603
N13 15.368 22.943 15.520  -0.090
H169 17.505 24.751 15.231  0.224
H170 17.874 23.768 16.624  0.159
H171 17.207 25.467 16.793  0.552
H172 15.648 23.557 17.384  -1.360
H173 15.085 25.808 15.254  0.231
H174 15.070 25.977 17.028  0.443
H175 13.420 23.849 17.839  0.189
H176 11.825 24.726 17.358  0.378
H177 13.077 25.550 18.161  0.344
H178 15.778 23.104 14.584  0.292
H179 14.360 22.971 15.369  0.320
C71 16.579 10.990 22.594  -1.648
C72 16.682 12.497 22.645  1.733
C73 15.460 13.093 23.391  -0.001
O23 14.346 12.941 22.541  -0.341
C74 13.202 13.420 23.170  -0.613
N14 17.930 12.860 23.368  -0.700
H180 16.580 10.591 23.617  0.397
H181 17.454 10.477 22.141  0.341
H182 15.648 10.666 22.161  0.326
H183 16.665 12.932 21.608  -0.670
H184 15.662 14.205 23.699  -0.384
H185 15.363 12.370 24.282  0.423
H186 12.360 13.422 22.457  0.341
H187 13.314 14.425 23.583  -0.087
H188 12.943 12.755 23.988  0.386
H189 17.922 13.888 23.521  0.133
H190 18.720 12.743 22.721  0.232
C75 15.675 25.356 24.890  -0.800
C76 16.499 26.158 23.870  0.841
C77 16.346 25.581 22.495  -0.969
O24 16.951 24.316 22.455  0.579
C78 17.094 23.796 21.147  -0.127
N15 16.152 27.575 23.809  -0.799
H191 14.634 25.522 24.594  0.231
H192 15.711 25.730 25.913  0.434
H193 16.032 24.327 24.812  -0.297
H194 17.604 26.099 24.085  0.065
H195 16.828 26.278 21.766  0.414
H196 15.295 25.456 22.233  -0.023
H197 16.106 23.689 20.640  -0.491
H198 17.440 22.816 21.302  -0.468
H199 17.737 24.455 20.570  0.802
H200 16.430 27.983 24.727  0.305
H201 15.140 27.674 23.712  0.283

Output
Total energy, eV: -155620.1421
Energy above the lowest of the compared OMol25 structures with the same formula, charge and spin, kJ/mol: 198.21